Record 1
Here is a single C4H5NO2 molecule from the OMol25 dataset. Energies are from ωB97M-V/def2-TZVPD.

## Properties
Multiplicity: 1
Energy relative to the best compared isomer or geometry (same formula, charge and spin): 43.4 kcal/mol
DFT total energy: -360.60018 a.u.
HOMO-LUMO gap: 0.3762 Ha

XYZ file:
```
12
Properties=species:S:1:pos:R:3:nbo_charge:R:1
C 1.4206 0.3080 -0.3559 -0.614
C 0.0038 -0.0090 0.0572 -0.132
C -0.7773 -0.9404 -0.8180 0.421
O -1.9744 -0.8386 -0.9626 -0.517
N -0.8201 1.1179 0.6103 -0.602
C -0.5400 0.0861 1.4418 0.722
O -0.7044 -0.3806 2.5281 -0.500
H 1.4189 0.9717 -1.2266 0.223
H 1.9653 0.8026 0.4504 0.234
H 1.9596 -0.6082 -0.6192 0.223
H -0.1918 -1.7275 -1.3317 0.129
H -1.7603 1.2179 0.2261 0.413
```

***

Record 2
Here is a single C4H5NO2 molecule from the OMol25 dataset. Energies are from ωB97M-V/def2-TZVPD.

## Properties
Multiplicity: 1
Energy relative to the best compared isomer or geometry (same formula, charge and spin): 10.7 kcal/mol
DFT total energy: -360.65237 a.u.
HOMO-LUMO gap: 0.4231 Ha

XYZ file:
```
12
Properties=species:S:1:pos:R:3:nbo_charge:R:1
O -1.0527 2.3175 -0.1538 -0.525
C -0.4469 1.2915 -0.0626 0.795
C -0.9969 -0.0664 0.3338 -0.546
C -0.1050 -1.1557 -0.2601 -0.258
N 1.2687 -0.9527 0.1899 -0.433
C 1.6551 0.2398 0.0927 0.382
O 0.9007 1.2962 -0.3687 -0.516
H -1.0078 -0.1667 1.4277 0.246
H -2.0355 -0.1064 -0.0043 0.252
H -0.1251 -1.0914 -1.3567 0.203
H -0.4260 -2.1625 0.0168 0.216
H 2.6492 0.5714 0.3778 0.184
```

***

Record 3
Here is 2 unconnected molecules or ions with the total composition C4H5NO2 from the OMol25 dataset. Energies are from ωB97M-V/def2-TZVPD.

## Properties
Multiplicity: 1
Energy relative to the best compared isomer or geometry (same formula, charge and spin): 34.1 kcal/mol
DFT total energy: -360.61502 a.u.
HOMO-LUMO gap: 0.3756 Ha

XYZ file:
```
12
Properties=species:S:1:pos:R:3:nbo_charge:R:1
C 1.3555 -0.5957 0.1967 -0.266
C 0.8850 0.6392 0.3685 -0.369
C -0.0921 0.9291 1.4499 0.395
O -0.4645 0.1042 2.2563 -0.531
H 2.0126 -0.8582 -0.6267 0.205
H 1.0486 -1.3909 0.8719 0.217
H 1.1197 1.4460 -0.3225 0.213
H -0.4995 1.9594 1.4678 0.119
N -0.8770 -1.2349 -1.5118 -0.782
C -1.3090 -0.1357 -1.2032 0.885
O -1.6607 0.9290 -0.8805 -0.504
H -1.5188 -1.7914 -2.0663 0.416
```

***

Record 4
Here is a molecular structure, C4H5NO2 from the OMol25 dataset. Energies are from ωB97M-V/def2-TZVPD.

## Properties
Multiplicity: 1
Energy relative to the best compared isomer or geometry (same formula, charge and spin): 88.6 kcal/mol
DFT total energy: -360.52823 a.u.
HOMO-LUMO gap: 0.3250 Ha

XYZ file:
```
12
Properties=species:S:1:pos:R:3:nbo_charge:R:1
C -0.9519 -1.1002 1.4711 -0.662
C 0.5126 0.1147 -1.1554 0.886
C 0.0067 -0.1426 0.9275 -0.198
N 0.0175 1.3017 -1.5682 -0.835
C 1.0959 0.4020 0.6867 0.419
O 0.6478 -0.9070 -1.7370 -0.500
O 2.1000 0.8614 0.0916 -0.652
H -0.0293 1.4142 -2.5720 0.414
H 0.2337 2.1231 -1.0243 0.424
H -1.8950 -0.6063 1.7240 0.224
H -1.1642 -1.9073 0.7630 0.240
H -0.5738 -1.5536 2.3928 0.240
```

***

Record 5
Here is a molecular structure, C4H5NO2 from the OMol25 dataset. Energies are from ωB97M-V/def2-TZVPD.

## Properties
Multiplicity: 1
Energy relative to the best compared isomer or geometry (same formula, charge and spin): 85.1 kcal/mol
DFT total energy: -360.53377 a.u.
HOMO-LUMO gap: 0.3810 Ha

XYZ file:
```
12
Properties=species:S:1:pos:R:3:nbo_charge:R:1
O 2.6506 0.7431 0.4300 -0.500
C 1.4749 0.7278 0.6847 0.440
C 0.3448 0.4383 -0.3736 -0.058
C 0.1494 -0.9735 0.0241 -0.179
N -1.5846 -1.2578 -0.5275 -0.401
C -2.0249 -0.1093 -0.5120 0.319
O -0.8099 1.1243 -0.1218 -0.606
H 1.0522 0.9670 1.6818 0.122
H 0.7898 0.5690 -1.3765 0.187
H 0.9297 -1.6593 -0.3430 0.233
H -0.0722 -1.0944 1.0849 0.210
H -2.8998 0.5249 -0.6511 0.232
```

***

Record 6
Here is 2 unconnected molecules or ions with the total composition C4H5NO2 from the OMol25 dataset. Energies are from ωB97M-V/def2-TZVPD.

## Properties
Multiplicity: 1
Energy relative to the best compared isomer or geometry (same formula, charge and spin): 97.6 kcal/mol
DFT total energy: -360.51389 a.u.
HOMO-LUMO gap: 0.3200 Ha

XYZ file:
```
12
Properties=species:S:1:pos:R:3:nbo_charge:R:1
O 3.4788 0.0134 -0.5670 -0.506
C 2.4095 -0.2370 -0.8715 0.444
C 0.5999 0.5901 0.7589 -0.333
C -0.3543 1.1408 -0.2189 -0.271
N -0.3224 -0.3426 -0.1908 -0.526
C -1.4106 -1.0777 0.3263 0.558
O -2.3356 -0.5804 0.9064 -0.513
H 0.2841 -0.8038 -0.8717 0.437
H 0.1097 0.5124 1.7389 0.160
H 0.0281 1.5192 -1.1697 0.196
H -1.3387 1.5275 0.0472 0.218
H -1.2935 -2.1615 0.1643 0.134
```

***

Record 7
Here is a single C4H5NO2 molecule from the OMol25 dataset. Energies are from ωB97M-V/def2-TZVPD.

## Properties
Multiplicity: 1
Energy relative to the best compared isomer or geometry (same formula, charge and spin): 28.3 kcal/mol
DFT total energy: -360.62428 a.u.
HOMO-LUMO gap: 0.3901 Ha

XYZ file:
```
12
Properties=species:S:1:pos:R:3:nbo_charge:R:1
O -0.2503 -2.1743 -1.5212 -0.504
C 0.4083 -1.5590 -0.7198 0.426
C 0.2995 -0.0554 -0.5873 -0.051
C -1.0585 0.4173 0.0015 -0.266
N -0.6952 1.2212 1.1679 -0.453
C 0.5619 1.1501 1.2648 0.378
O 1.2679 0.4294 0.3544 -0.490
H 1.1144 -2.0545 -0.0200 0.124
H 0.5001 0.4017 -1.5619 0.213
H -1.6218 1.0182 -0.7178 0.217
H -1.6944 -0.4206 0.3111 0.212
H 1.1681 1.6259 2.0283 0.193
```

***

Record 8
Here is 2 unconnected molecules or ions with the total composition C4H5NO2 from the OMol25 dataset. Energies are from ωB97M-V/def2-TZVPD.

## Properties
Multiplicity: 1
Energy relative to the best compared isomer or geometry (same formula, charge and spin): 101.5 kcal/mol
DFT total energy: -360.50760 a.u.
HOMO-LUMO gap: 0.3615 Ha

XYZ file:
```
12
Properties=species:S:1:pos:R:3:nbo_charge:R:1
O -0.8529 -1.1716 -0.6312 -0.621
C -1.1878 -0.0713 -0.0409 0.505
N -0.7219 0.6110 0.9199 -0.446
C -2.0017 1.0410 0.3575 -0.286
H 0.0183 -1.3730 -0.4366 0.490
H -2.2763 1.8194 -0.4229 0.187
H -2.7946 0.8288 1.1139 0.173
C 1.8469 -0.1877 0.2818 -0.785
C 2.1149 -0.5815 -0.9024 0.671
O 2.3302 -0.8505 -2.0153 -0.451
H 1.2446 -0.7661 0.9657 0.265
H 2.2803 0.7015 0.8104 0.297
```

***

Record 9
Here is a single C4H5NO2 molecule from the OMol25 dataset. Energies are from ωB97M-V/def2-TZVPD.

## Properties
Multiplicity: 1
Energy relative to the best compared isomer or geometry (same formula, charge and spin): 115.0 kcal/mol
DFT total energy: -360.48622 a.u.
HOMO-LUMO gap: 0.3032 Ha

XYZ file:
```
12
Properties=species:S:1:pos:R:3:nbo_charge:R:1
O 2.1864 -1.1860 0.0188 -0.533
C 1.3703 -1.0960 -0.8452 0.615
C 0.4392 1.0262 -0.0274 -0.399
C -0.9091 1.4993 0.5313 -0.240
N -0.5168 0.1054 0.5205 -0.364
C -0.8459 -1.0561 0.0789 0.494
O 0.0111 -1.7214 -0.6682 -0.512
H 1.5002 -0.9320 -1.9191 0.164
H 1.2840 1.1892 0.6557 0.187
H -1.7123 1.7780 -0.1584 0.194
H -1.0023 1.9278 1.5323 0.200
H -1.8047 -1.5344 0.2810 0.193
```

***

Record 10
Here is a single C4H5NO2 molecule from the OMol25 dataset. Energies are from ωB97M-V/def2-TZVPD.

## Properties
Multiplicity: 1
Energy relative to the best compared isomer or geometry (same formula, charge and spin): 35.9 kcal/mol
DFT total energy: -360.61224 a.u.
HOMO-LUMO gap: 0.3420 Ha

XYZ file:
```
12
Properties=species:S:1:pos:R:3:nbo_charge:R:1
N -0.9114 1.3631 0.0240 -0.843
C -1.2166 0.0170 0.0356 0.596
O -2.3846 -0.3200 -0.0616 -0.605
C -0.2976 -1.1340 0.0437 -0.167
C 0.9909 -1.1758 0.0398 -0.291
C 2.0063 -0.1129 -0.1145 0.407
O 1.8317 1.0491 0.0232 -0.523
H -1.8659 1.9325 -0.1390 0.424
H 0.0204 1.7461 0.2387 0.440
H -0.7482 -2.0820 -0.0128 0.234
H 1.4461 -2.1322 0.1440 0.208
H 3.0524 -0.4050 -0.1191 0.121
```

***

Record 11
Here is 2 unconnected molecules or ions with the total composition C4H5NO2 from the OMol25 dataset. Energies are from ωB97M-V/def2-TZVPD.

## Properties
Multiplicity: 1
Energy relative to the best compared isomer or geometry (same formula, charge and spin): 115.7 kcal/mol
DFT total energy: -360.48502 a.u.
HOMO-LUMO gap: 0.2674 Ha

XYZ file:
```
12
Properties=species:S:1:pos:R:3:nbo_charge:R:1
H 0.3823 2.0923 -1.3246 0.356
N -0.0170 1.1756 -1.1181 -0.522
C -0.2195 0.9472 0.1291 -0.092
C -1.6733 0.1650 0.5548 0.480
O -2.3405 0.6086 1.4229 -0.463
H -0.0609 1.7507 0.8582 0.184
H -1.9320 -0.5097 -0.2670 0.161
C 1.5452 -1.1815 -0.4310 -0.666
C 0.6109 -0.9400 0.4890 0.570
O -0.0993 -1.5594 1.2711 -0.498
H 1.9226 -2.1870 -0.5413 0.257
H 1.8815 -0.3617 -1.0432 0.232
```

***

Record 12
Here is a single C4H5NO2 molecule from the OMol25 dataset. Energies are from ωB97M-V/def2-TZVPD.

## Properties
Multiplicity: 1
Energy relative to the best compared isomer or geometry (same formula, charge and spin): 124.6 kcal/mol
DFT total energy: -360.47080 a.u.
HOMO-LUMO gap: 0.3353 Ha

XYZ file:
```
12
Properties=species:S:1:pos:R:3:nbo_charge:R:1
C 0.7446 -1.7566 0.4919 -0.261
C -0.4194 -1.4042 0.3129 0.036
C -1.3217 -0.3322 -0.1044 -0.325
N -0.4085 0.7576 -0.5111 -0.184
O -0.7453 1.9259 0.2063 -0.579
C 1.0960 0.4649 -0.2983 0.508
O 1.7611 1.3236 0.2802 -0.577
H 1.5431 -2.4668 0.5288 0.251
H -1.9179 -0.6145 -0.9754 0.233
H -1.9785 -0.0232 0.7116 0.248
H 0.1412 2.2770 0.4646 0.487
H 1.5053 -0.1516 -1.1071 0.162
```